Density functional theory data (ωB97M-V with the def2-TZVPD basis set) for a molecular structure, C37H34N9O4RuSSe in a non-equilibrium geometry.

Structure (ORCA input):
```
! RIJCOSX wB97M-V def2-TZVPD def2/J DEFGRID3
* xyz 2 2
Ru -0.9071 1.1688 -1.4758
C 6.9416 -7.8702 5.6095
O 5.5588 -7.6027 5.7973
C 4.9518 -6.7240 4.9980
C 3.5882 -6.5081 5.2436
C 2.8718 -5.6354 4.4631
C 3.4862 -4.9450 3.4099
C 4.8463 -5.1601 3.1764
C 5.5767 -6.0321 3.9558
C 2.7637 -4.0257 2.5533
N 3.2891 -3.3535 1.5456
C 2.2776 -2.6183 1.0185
C 1.0964 -2.8363 1.7140
N 1.4261 -3.7370 2.6879
C -0.1314 -2.2126 1.3713
C -1.3579 -2.4224 2.0231
C -2.4774 -1.7736 1.5649
C -2.3615 -0.9195 0.4659
N -1.2186 -0.7010 -0.1489
C -0.1003 -1.3161 0.2812
C 1.1219 -1.0391 -0.4149
N 1.0817 -0.1165 -1.3970
C 2.1874 0.1339 -2.0754
C 3.4020 -0.5105 -1.8320
C 3.4729 -1.4291 -0.8137
C 2.3152 -1.7030 -0.0750
H 7.2101 -8.6006 6.3652
H 7.5384 -6.9662 5.7480
H 7.1316 -8.2858 4.6177
H 3.1256 -7.0528 6.0553
H 1.8192 -5.4974 4.6823
H 5.3159 -4.6272 2.3617
H 6.6269 -6.1803 3.7489
H 0.8097 -4.1202 3.3820
H -1.4184 -3.0892 2.8734
H -3.4413 -1.9083 2.0328
H -3.2202 -0.3947 0.0728
H 2.1380 0.8867 -2.8485
H 4.2624 -0.2701 -2.4396
H 4.3898 -1.9444 -0.5598
C -7.6581 0.5557 0.3770
O -7.6633 1.5190 -0.6677
C -6.5097 1.8381 -1.2550
C -6.5699 2.8707 -2.2118
C -5.4271 3.2808 -2.8349
C -4.1743 2.7343 -2.5093
C -2.9392 3.2560 -3.0261
C -2.8846 3.8048 -4.4240
O -1.8977 3.2352 -2.3448
C -4.1012 1.6592 -1.5733
O -2.9975 1.0242 -1.2829
C -5.3006 1.2175 -0.9842
H -8.6606 0.5619 0.7921
H -6.9396 0.8280 1.1530
H -7.4335 -0.4413 -0.0078
H -7.5248 3.3287 -2.4278
H -5.4833 4.0904 -3.5509
H -3.6668 4.5382 -4.6122
H -3.0472 2.9767 -5.1181
H -1.9088 4.2499 -4.6127
H -5.2392 0.3706 -0.3151
Se -0.9883 -0.0828 -5.4052
N 0.1627 0.9579 -6.2011
C 0.6246 1.8293 -5.3170
C 1.5624 2.8673 -5.5308
C 1.8667 3.6647 -4.4609
C 1.3004 3.4191 -3.1859
N 0.4599 2.4428 -2.9417
C 0.0870 1.6836 -3.9945
N -0.8114 0.7280 -3.8344
H 2.0180 3.0110 -6.5015
H 2.5675 4.4801 -4.5692
H 1.5717 4.0418 -2.3415
C 1.0942 3.5673 2.9836
N 0.5266 4.2594 1.8331
C -0.0778 3.6442 0.8225
S -0.2043 1.9310 0.8364
N -0.5893 4.3551 -0.1777
C -0.5575 5.8055 -0.2595
H 1.7615 4.2420 3.5110
H 1.6601 2.7008 2.6475
H 0.3138 3.2269 3.6654
H 0.4684 5.2643 1.8804
H -1.1010 3.8490 -0.8880
H 0.4600 6.1750 -0.4095
H -0.9710 6.2659 0.6403
H -1.1673 6.1117 -1.1041
*
```

For the HOMO energy (spin up / spin down), the calculation gives -11.53 / -11.53 eV. As for the expectation value of S²: 0.7621. The gap between HOMO and LUMO (spin up / spin down) comes out at 4.81 / 4.80 eV.

Density functional theory data (ωB97M-V with the def2-TZVPD basis set) for a molecular structure, C11H16N2O4STi in a non-equilibrium geometry.

Structure (ORCA input):
```
! RIJCOSX wB97M-V def2-TZVPD def2/J DEFGRID3
* xyz 2 3
Ti 1.0702 -0.1728 -0.4872
O 1.8904 -1.4205 -3.3701
C 1.5127 -1.0890 -2.3185
C 1.5405 1.7720 0.0709
O 1.8077 2.8738 0.3598
C -0.2133 0.8376 -1.8359
O -0.7680 1.4963 -2.6212
C 3.1613 -0.1602 -0.5309
O 4.3139 -0.1066 -0.6201
C 3.6065 1.8285 -4.3032
H 4.3629 1.0415 -4.2124
H 2.8142 1.6745 -5.0460
C 3.6183 2.8982 -3.5002
H 2.8425 3.6747 -3.5550
H 4.3978 3.0327 -2.7344
C -1.5563 0.3937 3.8579
C -1.6766 0.8525 2.4232
N -0.4393 0.4808 1.6986
C -0.4384 -0.6914 0.9831
S 0.8890 -1.7963 1.2097
N -1.6892 -1.0838 0.4515
C -2.2189 -2.3008 1.0866
C -3.4926 -2.7615 0.4100
H -1.3788 -0.6876 3.8993
H -2.4619 0.6296 4.4260
H -0.6944 0.8727 4.3370
H -2.5191 0.4031 1.8958
H -1.7604 1.9392 2.3518
H 0.4025 0.6353 2.2548
H -1.6088 -1.2509 -0.5574
H -1.4729 -3.1107 1.0736
H -2.4094 -2.0457 2.1362
H -3.3094 -3.0591 -0.6282
H -3.8740 -3.6266 0.9644
H -4.2487 -1.9731 0.4303
*
```

For the HOMO energy (spin up / spin down), the calculation gives -15.39 / -15.38 eV. As for the expectation value of S²: 2.0155. The gap between HOMO and LUMO (spin up / spin down) comes out at 5.20 / 5.26 eV.

ΔE to the lowest compared entry with this formula, charge and spin in kcal per mole, matching the order above: 43.0 54.2